1.
Molecular formula: C6H11N3
Method: DFT, wB97M-V/def2-TZVPD

Calculated values
HOMO energy = -20.20 eV
SMILES = C=[N+]1N=C[C@@H](C)/C1=[NH+]/C
Total charge = +2
Gap between HOMO and LUMO = 9.86 eV
LUMO energy = -10.34 eV

Each line ends with the Mulliken charge.
CARTESIAN COORDINATES (ANGSTROEM)
N (2.0179, 1.3452, 0.6098)  -0.70
N (1.6540, 0.0719, 0.4432)  0.65
N (-0.8073, -0.9858, 0.2743)  -0.03
C (2.4986, -0.8524, 0.4153)  -0.03
C (-0.5896, -2.2330, 0.7963)  -0.94
C (-0.4316, 1.9313, -1.3612)  -1.12
C (-0.0310, 0.0337, 0.2290)  0.15
C (0.9948, 2.0253, 0.4863)  -0.44
C (-0.2823, 1.4157, 0.0579)  0.19
H (3.5870, -0.4124, 0.4527)  0.32
H (-0.1165, 3.0362, -1.3839)  0.40
H (2.3473, -1.8513, 0.3136)  0.29
H (-1.5952, -2.7372, 0.8715)  0.32
H (-1.5319, 1.9399, -1.5558)  0.38
H (-1.0699, 1.8144, 0.5972)  0.51
H (1.1633, 3.0806, 0.6437)  0.53
H (-1.7654, -0.8560, -0.1335)  0.40
H (0.0232, -2.9056, 0.1077)  0.39
H (0.2888, 1.3716, -1.9875)  0.35
H (-0.1673, -2.2684, 1.8798)  0.37

2.
Molecular formula: C7H10N2O
Method: DFT, wB97M-V/def2-TZVPD

Calculated values
HOMO energy = -9.54 eV
Total charge = 0
Gap between HOMO and LUMO = 10.23 eV
LUMO energy = 0.69 eV

Each line ends with the Mulliken charge.
CARTESIAN COORDINATES (ANGSTROEM)
O (-1.4671, 2.2730, -1.1956)  -0.61
N (-1.0135, -1.5611, -0.0447)  -0.63
N (-0.6670, 0.9216, -2.7517)  -0.72
C (0.0267, 0.2654, -0.4174)  0.62
C (0.3394, -1.2409, -0.4926)  -0.30
C (-0.9019, -0.3072, 0.7407)  -0.03
C (1.4273, 0.5441, 0.1421)  -0.78
C (-0.5825, 1.0434, -1.5081)  -0.09
C (0.1743, -0.6298, 1.7905)  -0.89
C (1.2776, -0.8671, 0.7484)  -0.24
H (-0.0990, -1.5146, 2.3813)  0.32
H (-1.1027, -2.4036, 0.5231)  0.27
H (1.5724, 1.3908, 0.8267)  0.30
H (2.1587, 0.5827, -0.6760)  0.37
H (2.1488, -1.4715, 1.0190)  0.45
H (0.4044, 0.1982, 2.4734)  0.33
H (-1.2792, 2.4890, -0.2747)  0.32
H (-1.3590, 1.8348, -2.9636)  0.36
H (-1.8286, 0.1904, 1.0472)  0.45
H (0.7708, -1.7377, -1.3679)  0.49

3.
Molecular formula: C4H8Cl4
Method: DFT, wB97M-V/def2-TZVPD

Calculated values
HOMO energy = -10.68 eV
SMILES = ClCCCl.ClCCCl
Total charge = 0
Gap between HOMO and LUMO = 11.19 eV
LUMO energy = 0.51 eV

Each line ends with the Mulliken charge.
CARTESIAN COORDINATES (ANGSTROEM)
Cl (-18.9068, -20.1776, -11.4038)  -0.15
Cl (-15.6838, -27.5066, -7.3801)  -0.17
Cl (-20.4215, -17.8667, -9.9503)  -0.19
Cl (-17.9531, -25.6989, -5.7942)  -0.19
C (-16.7388, -26.2170, -8.1224)  -0.44
C (-19.3154, -18.7111, -12.2143)  -0.43
C (-19.2631, -17.4851, -11.2765)  -0.39
C (-18.1341, -26.0809, -7.5403)  -0.41
H (-18.5994, -18.6460, -13.0336)  0.29
H (-20.2956, -18.8602, -12.6672)  0.30
H (-16.7776, -26.3073, -9.2080)  0.32
H (-16.2528, -25.2473, -8.0141)  0.31
H (-18.7267, -26.9957, -7.5260)  0.29
H (-18.7318, -25.2820, -7.9792)  0.29
H (-19.5606, -16.4967, -11.6267)  0.30
H (-18.2785, -17.3612, -10.8257)  0.28

4.
Molecular formula: C4H6S
Method: DFT, wB97M-V/def2-TZVPD

Calculated values
HOMO energy = -7.78 eV
Total charge = 0
Gap between HOMO and LUMO = 8.75 eV
LUMO energy = 0.97 eV

Each line ends with the Mulliken charge.
CARTESIAN COORDINATES (ANGSTROEM)
S (-1.9088, -1.5531, 0.3074)  -0.16
C (-0.1409, -1.8371, 0.1659)  -0.70
C (-0.2309, 1.0251, 0.6536)  -0.16
C (-0.5298, -0.4269, 0.4116)  0.29
C (-0.1080, 0.9497, -0.8459)  -0.80
H (-0.9290, 1.3600, -1.4998)  0.22
H (0.2990, -1.9634, -0.8229)  0.23
H (0.5421, 1.3339, 1.3590)  0.26
H (-1.0027, 1.6980, 0.7657)  0.20
H (0.4784, -2.4438, 0.9176)  0.26
H (0.6751, 0.5009, -1.3363)  0.37

5.
Molecular formula: C50H35N12O2S2Ta
Method: DFT, wB97M-V/def2-TZVPD

Calculated values
HOMO energy (alpha / beta) = -6.35 / -6.36 eV
Total charge = 0
Gap between HOMO and LUMO (alpha / beta) = 4.74 / 4.75 eV
LUMO energy (alpha / beta) = -1.62 / -1.61 eV

Each line ends with the Mulliken charge.
CARTESIAN COORDINATES (ANGSTROEM)
Ta (-0.1859, 0.0281, 0.4603)  1.20
S (-0.5509, -0.9365, 2.7855)  -0.46
S (-2.5526, 0.5977, 1.0290)  -0.32
O (1.0006, 1.1001, 1.4580)  1.57
O (1.9331, 3.1314, 1.5021)  -0.37
N (0.3336, -2.1722, 0.2608)  -0.11
N (2.6174, -2.3579, 1.0424)  -0.36
N (0.3619, 1.1593, -1.5147)  -0.19
N (-1.8979, -2.9596, -0.2097)  -0.18
N (-1.4382, -0.8226, -1.2142)  -0.02
N (-0.9124, 2.8838, 0.5117)  0.51
N (-0.6997, 4.9997, 0.8103)  0.88
N (-1.7557, 1.0694, -2.6729)  -0.42
N (2.2126, -0.3456, -0.1820)  -0.45
N (2.6970, 1.7645, -1.2199)  -0.28
N (-0.9592, 4.4610, 2.0171)  -0.93
N (-1.0884, 3.2000, 1.8334)  -0.30
C (-5.3327, -1.3518, -3.6618)  -0.67
C (-3.3521, -1.9479, -1.8593)  -0.10
C (6.6556, -0.4771, 1.1590)  -0.74
C (-0.4248, -6.2455, 2.3653)  -0.71
C (-5.3766, -2.5522, -2.9246)  -0.67
C (2.6112, 1.5795, 3.1640)  0.20
C (1.4411, 4.8082, -4.1571)  -0.79
C (-0.5864, 1.6130, -2.4009)  0.02
C (1.8328, 2.0456, 1.9895)  -0.05
C (-0.7355, -3.0520, 0.3710)  -0.22
C (5.5037, -1.2446, 1.2092)  -0.01
C (2.9958, -1.2152, 0.4874)  -0.35
C (0.9766, 6.8573, 0.7486)  1.06
C (-2.1672, -1.9584, -1.0303)  -0.09
C (1.4823, 1.9251, -1.7163)  -0.34
C (5.5340, 1.2711, -0.1041)  -0.40
C (-4.3834, -2.8713, -2.0203)  -0.19
C (4.3706, -0.7284, 0.5946)  0.33
C (-1.0935, -5.3130, 1.5934)  -0.05
C (-2.6848, -2.4722, 3.6180)  -0.51
C (-0.3632, -4.2107, 1.1622)  -0.02
C (1.3869, -2.7773, 0.9147)  0.18
C (-4.0314, -2.7979, 3.6414)  -0.77
C (1.5515, 6.5690, 2.1305)  -1.31
C (4.1762, 0.8164, 5.3206)  -0.54
C (1.8245, 6.2238, -0.3534)  -1.28
C (1.6513, -4.9872, 2.2494)  -0.32
C (6.6694, 0.7677, 0.5093)  -0.65
C (-3.3121, -0.7690, -2.5780)  0.08
C (-0.6538, 3.5724, -4.1118)  -0.31
C (-0.6747, 4.0267, -0.0839)  -0.59
C (2.0117, 3.9727, -3.2187)  0.03
C (-0.0788, 2.7448, -3.1464)  -0.22
C (0.9347, -6.0848, 2.6882)  -0.64
C (0.9669, -4.0493, 1.4838)  0.20
C (3.4206, -0.1313, 4.6448)  -1.64
C (-4.4868, -1.0621, 2.0351)  -0.61
C (-4.2995, -0.4500, -3.5059)  -0.22
C (0.1174, 4.6080, -4.6018)  -0.76
C (4.3852, 0.4947, -0.0458)  0.20
C (-2.2283, -1.4321, 2.8058)  0.58
C (2.6311, 0.2512, 3.5694)  0.42
C (4.1507, 2.1486, 4.9198)  -0.69
C (1.2212, 2.9420, -2.7109)  0.51
C (-0.4835, 6.4385, 0.6292)  -1.38
C (3.3723, 2.5295, 3.8406)  -0.85
C (3.0247, 0.7066, -0.5335)  -0.19
C (-4.9350, -2.0888, 2.8480)  -0.62
C (-2.1058, -0.0806, -2.1671)  -0.08
C (-3.1299, -0.7307, 2.0116)  0.40
H (4.7397, 2.8876, 5.4491)  0.43
H (-4.4027, -3.7899, -1.4470)  0.56
H (-0.2956, 5.2784, -5.3455)  0.43
H (5.4770, -2.2034, 1.7123)  0.58
H (2.0382, -0.4917, 3.0542)  0.72
H (2.0190, 5.6277, -4.5674)  0.43
H (1.3847, 6.3820, -1.3432)  0.35
H (4.7876, 0.5192, 6.1639)  0.41
H (2.6984, -4.8528, 2.4925)  0.59
H (3.3482, 3.5567, 3.5025)  0.43
H (1.5856, 5.4939, 2.3174)  0.01
H (7.5612, -0.8371, 1.6313)  0.41
H (7.5857, 1.3449, 0.4932)  0.41
H (-4.3790, -3.6092, 4.2701)  0.38
H (3.4389, -1.1687, 4.9538)  0.50
H (-2.1399, -5.4219, 1.3373)  0.57
H (0.9577, 7.0327, 2.9216)  0.41
H (2.5715, 6.9550, 2.1988)  0.45
H (-0.8562, 6.6854, -0.3648)  0.43
H (-4.2565, 0.4733, -4.0699)  0.58
H (-1.6684, 3.4057, -4.4512)  0.58
H (3.0286, 4.1121, -2.8737)  0.58
H (1.9373, 5.1473, -0.1934)  0.03
H (-5.9877, -2.3441, 2.8594)  0.39
H (-0.9545, -7.1159, 2.7324)  0.42
H (-6.2056, -3.2329, -3.0736)  0.40
H (5.5327, 2.2329, -0.6021)  0.56
H (-1.1102, 6.9359, 1.3660)  0.39
H (-1.9709, -3.0228, 4.2200)  0.50
H (-0.4940, 4.1839, -1.1339)  0.50
H (-5.1787, -0.5142, 1.4050)  0.50
H (0.9605, 7.9413, 0.5950)  0.33
H (1.4256, -6.8354, 3.2951)  0.41
H (2.8253, 6.6613, -0.3628)  0.51
H (-6.1291, -1.1344, -4.3633)  0.40

6.
Molecular formula: C17H15AuBrGeN
Method: DFT, wB97M-V/def2-TZVPD

Calculated values
HOMO energy = -15.36 eV
Total charge = +2
Gap between HOMO and LUMO = 6.56 eV
LUMO energy = -8.80 eV

Each line ends with the Mulliken charge.
CARTESIAN COORDINATES (ANGSTROEM)
Au (1.3314, 0.3226, -0.5943)  0.36
Br (5.9566, -4.0335, 1.2519)  -0.01
Ge (-0.6301, 0.9785, 0.7673)  0.01
N (2.7240, -1.0144, -0.0216)  -0.31
C (-1.7724, -1.7211, 0.5764)  -0.17
C (-1.0034, 4.0007, -2.6509)  -0.25
C (4.0210, -2.0328, 1.6922)  -0.64
C (-2.8422, -2.5812, 0.7557)  -0.62
C (-3.0598, 0.0688, 1.6053)  -0.51
C (4.3053, -2.6966, -0.5982)  -0.62
C (-4.1323, -0.7990, 1.7522)  -0.69
C (3.3384, -1.7850, -0.9460)  0.04
C (-0.5109, 2.1279, -0.6932)  0.30
C (-1.1911, 2.6535, -2.9522)  -0.88
C (-4.0178, -2.1187, 1.3362)  -0.45
C (-0.2680, 3.5015, -0.4170)  -0.34
C (-0.9268, 1.7023, -1.9902)  0.41
C (-1.8862, -0.3946, 0.9951)  0.83
C (4.6584, -2.8254, 0.7410)  0.41
C (3.0613, -1.1413, 1.2808)  0.03
C (-0.5668, 4.4250, -1.3886)  -0.72
H (-3.1507, 1.0877, 1.9688)  0.38
H (-1.5379, 2.3576, -3.9328)  0.43
H (4.7767, -3.2958, -1.3639)  0.44
H (2.5495, -0.5102, 1.9923)  0.42
H (-0.4496, 5.4804, -1.1827)  0.42
H (0.1020, 3.8203, 0.5488)  0.39
H (-1.1870, 4.7422, -3.4182)  0.43
H (4.2707, -2.1063, 2.7409)  0.43
H (-1.0905, 0.6517, -2.2024)  0.45
H (-2.7626, -3.6135, 0.4430)  0.41
H (-4.8478, -2.7974, 1.4789)  0.41
H (-5.0483, -0.4457, 2.2058)  0.40
H (-0.8594, -2.0905, 0.1243)  0.31
H (3.0428, -1.6568, -1.9781)  0.40
H (-0.3963, 1.7389, 2.0737)  0.11

For reference, max |F| by record: 5.886, 4.438, 1.857, 3.486, 1.263, 2.179 eV/Å.